Arrangement P

11
Properties=species:S:1:pos:R:3:nbo_charge:R:1 method="wB97M-V/def2-TZVPD" total_charge=+1 smiles=C1O[C@@H]2[NH2+][C@H]12 molar_mass_g_mol=72.09 homo_lumo_gap_ev=11.62
C -0.961 -0.920 -0.157 -0.0726
O -1.428 0.471 -0.179 -0.4554
C -0.288 1.007 0.390 0.3085
N 0.924 0.577 -0.454 -0.5797
C 0.474 -0.562 0.388 -0.1309
H -0.802 -1.216 -1.136 0.2071
H -1.571 -1.356 0.567 0.2485
H -0.265 1.805 1.103 0.2625
H 1.809 0.995 -0.050 0.4618
H 0.967 0.525 -1.499 0.4479
H 1.140 -1.327 1.026 0.3023

Arrangement Q

11
Properties=species:S:1:pos:R:3:nbo_charge:R:1 method="wB97M-V/def2-TZVPD" total_charge=+1 smiles="O=C[C@H]1C[NH2+]1" molar_mass_g_mol=72.09 homo_lumo_gap_ev=11.54
O 1.986 0.570 0.286 -0.4581
C 1.552 -0.460 -0.051 0.4791
C -0.089 -0.474 -0.465 -0.1756
C -0.951 -0.107 0.712 -0.2173
N -0.540 0.912 -0.307 -0.5433
H 1.946 -1.430 -0.293 0.1833
H -0.340 -1.042 -1.277 0.2491
H -2.072 -0.487 0.736 0.2704
H -0.671 -0.020 1.721 0.2598
H -1.194 1.068 -1.062 0.4633
H 0.375 1.472 0.000 0.4894

The energetic minimum among the shown structures is arrangement Q; the next structure lies 1.347 eV above.